No. 1
{
  "formula": "H8O4",
  "method": "ωB97M-V/def2-TZVPD",
  "elements": ["O", "H", "H", "O", "H", "H", "O", "H", "H", "O", "H", "H"],
  "coordinates": [[0.16531, -2.80433, -1.66485], [0.61255, -3.01597, -2.48425], [0.21318, -1.85022, -1.60481], [-1.05317, -0.03733, 0.95748], [-0.30943, 0.16779, 0.39090], [-1.78843, -0.15350, 0.35571], [0.18418, 1.79028, 3.04024], [-0.14544, 0.96058, 2.69501], [1.05160, 1.88615, 2.64704], [0.39485, 0.75927, -1.15481], [-0.31153, 0.81975, -1.79793], [0.98628, 1.47752, -1.37967]],
  "gap_ev": 10.9025,
  "e_above_lowest_kj_mol": 93.19,
  "smiles": "O.O.O.O",
  "homo_energy_ev": -10.9,
  "largest_force_ev_per_a": 0.75,
  "total_energy_ev": -8319.710
}

No. 2
{
  "formula": "C48H123N11O4",
  "method": "ωB97M-V/def2-TZVPD",
  "elements": ["N", "H", "H", "H", "H", "N", "H", "H", "H", "H", "N", "H", "H", "H", "H", "N", "H", "H", "H", "H", "C", "C", "C", "O", "C", "C", "C", "O", "O", "O", "H", "H", "C", "C", "N", "C", "C", "C", "C", "H", "H", "H", "H", "H", "H", "H", "H", "H", "H", "H", "H", "H", "H", "H", "C", "C", "N", "C", "C", "C", "C", "H", "H", "H", "H", "H", "H", "H", "H", "H", "H", "H", "H", "H", "H", "H", "C", "C", "N", "C", "C", "C", "C", "H", "H", "H", "H", "H", "H", "H", "H", "H", "H", "H", "H", "H", "H", "H", "C", "C", "N", "C", "C", "C", "C", "H", "H", "H", "H", "H", "H", "H", "H", "H", "H", "H", "H", "H", "H", "H", "C", "C", "N", "C", "C", "C", "C", "H", "H", "H", "H", "H", "H", "H", "H", "H", "H", "H", "H", "H", "H", "H", "C", "C", "N", "C", "C", "C", "C", "H", "H", "H", "H", "H", "H", "H", "H", "H", "H", "H", "H", "H", "H", "H", "C", "C", "N", "C", "C", "C", "C", "H", "H", "H", "H", "H", "H", "H", "H", "H", "H", "H", "H", "H", "H", "H"],
  "coordinates": [[0.79823, -3.17120, 3.82349], [1.24057, -3.90214, 3.27943], [0.52783, -2.41589, 3.12434], [1.54897, -2.74086, 4.45770], [-0.04434, -3.34781, 4.36164], [2.98987, -3.92626, -0.77102], [2.60569, -4.41051, 0.04628], [3.98536, -3.61273, -0.62479], [2.40195, -3.09992, -0.99297], [2.92894, -4.73344, -1.39427], [-1.82959, 0.82445, 4.09285], [-1.57020, 0.85569, 3.06445], [-1.61050, -0.07830, 4.49564], [-2.84145, 0.94688, 4.06769], [-1.33757, 1.60758, 4.59660], [0.89048, -1.21923, -4.67188], [0.32414, -1.59639, -5.42347], [1.07364, -1.96717, -3.99532], [0.52272, -0.41870, -4.13034], [1.87160, -0.99004, -4.96285], [-0.89392, 0.72340, -0.63861], [-1.00201, 0.32987, 0.74074], [0.04249, -0.74627, 1.24832], [-0.11710, -1.01408, 2.46447], [1.01931, -1.24445, 0.34764], [1.03070, -0.87753, -0.97487], [-0.02481, 0.08697, -1.50885], [-0.04714, 0.48129, -2.71018], [1.84799, -1.41104, -1.80411], [-1.89525, 0.78560, 1.46363], [-1.46555, 1.54630, -1.03740], [1.60606, -2.06672, 0.74287], [-0.64174, 4.10832, 3.11619], [-0.71578, 4.23218, 4.64592], [-0.21880, 2.95375, 5.24860], [1.13631, 2.56724, 4.84999], [2.21843, 3.58276, 5.25385], [-0.41123, 3.02000, 6.70424], [-0.06688, 1.73217, 7.44411], [0.34692, 4.11091, 2.66596], [-1.25781, 4.84596, 2.60022], [-1.10890, 3.15992, 2.84853], [-0.06352, 4.99802, 5.07560], [-1.74928, 4.41385, 4.93279], [1.34273, 1.56319, 5.23381], [1.20819, 2.32925, 3.78713], [2.20014, 4.48835, 4.64257], [2.20665, 3.91962, 6.28785], [3.20761, 3.18272, 5.01705], [-1.47364, 3.19256, 6.87910], [0.16025, 3.85972, 7.11452], [0.96642, 1.39245, 7.46971], [-0.73179, 0.93883, 7.09146], [-0.32202, 1.91369, 8.49126], [-5.50447, 2.59710, -5.51953], [-6.64107, 1.84406, -4.84926], [-6.51635, 1.92650, -3.37480], [-7.78322, 1.73547, -2.65303], [-8.67023, 2.98192, -2.77563], [-5.50219, 0.94945, -2.92962], [-5.23656, 0.90089, -1.40689], [-5.49390, 3.61159, -5.12223], [-5.70524, 2.61143, -6.59205], [-4.52438, 2.15889, -5.34399], [-7.65004, 2.22069, -5.03450], [-6.73054, 0.81050, -5.21504], [-8.33188, 0.80657, -2.85135], [-7.46048, 1.68050, -1.61324], [-9.21572, 3.02699, -1.82867], [-8.12347, 3.92110, -2.83257], [-9.39655, 2.93173, -3.58546], [-4.58687, 1.26761, -3.42875], [-5.65412, -0.09817, -3.22883], [-5.33536, 1.90050, -0.97182], [-4.19893, 0.60434, -1.26529], [-5.98384, 0.33483, -0.85203], [-5.70986, 4.84653, 0.93575], [-4.82990, 4.66886, -0.30610], [-3.96614, 5.79881, -0.57576], [-4.58146, 7.11158, -0.84982], [-3.72856, 8.23563, -0.31383], [-3.01890, 5.45270, -1.62949], [-2.11874, 4.29455, -1.19755], [-5.20322, 5.06001, 1.87805], [-6.42128, 4.04240, 1.12621], [-6.33438, 5.72800, 0.75380], [-4.31681, 3.74677, -0.02876], [-5.46252, 4.48151, -1.18563], [-4.81138, 7.11587, -1.92338], [-5.56238, 7.11173, -0.37174], [-3.74979, 8.09877, 0.77440], [-2.66016, 8.17492, -0.51171], [-4.19717, 9.20484, -0.47656], [-2.33961, 6.22916, -1.98148], [-3.47166, 5.05113, -2.55057], [-1.80155, 4.32496, -0.15356], [-1.20709, 4.27766, -1.80156], [-2.60928, 3.34029, -1.39697], [-1.17713, -4.17426, 0.70420], [-1.79329, -3.45636, -0.47657], [-3.21272, -3.60676, -0.69748], [-3.74849, -2.56347, -1.57061], [-3.30426, -2.75797, -3.01808], [-3.98770, -3.87341, 0.52170], [-5.52659, -3.91210, 0.46045], [-0.08754, -4.08333, 0.61932], [-1.38075, -5.21253, 0.96649], [-1.48602, -3.61465, 1.59509], [-1.43924, -2.41731, -0.39532], [-1.24852, -3.83489, -1.35245], [-3.38922, -1.60676, -1.16876], [-4.83542, -2.57554, -1.58280], [-2.24594, -2.63316, -3.25279], [-3.89187, -2.04904, -3.60702], [-3.56122, -3.74796, -3.40074], [-3.81949, -4.89144, 0.89305], [-3.62520, -3.24633, 1.34505], [-5.91303, -3.88080, 1.47765], [-5.87750, -2.98676, -0.00575], [-5.94342, -4.75322, -0.08599], [3.35940, -2.74928, -6.76902], [4.11684, -1.75830, -5.89274], [3.53908, -0.42387, -5.75143], [3.94547, 0.35084, -4.58220], [2.97508, 1.52307, -4.24284], [3.20669, 0.29532, -6.95201], [4.41305, 0.97157, -7.62380], [3.45161, -2.54459, -7.83232], [2.31540, -2.79771, -6.44598], [3.69614, -3.76700, -6.56631], [4.12394, -2.20076, -4.89418], [5.17409, -1.65208, -6.16412], [3.92640, -0.27729, -3.69048], [4.92488, 0.81819, -4.72586], [3.22423, 2.33532, -4.92895], [1.96557, 1.25417, -4.55223], [3.04274, 1.81408, -3.20197], [2.45046, 1.07627, -6.85779], [2.80549, -0.41639, -7.68007], [5.09920, 0.37493, -8.22433], [4.99498, 1.47731, -6.84934], [4.06034, 1.76286, -8.28955], [4.08465, -2.20912, 3.43264], [3.58722, -1.48126, 4.66449], [2.78055, -2.24654, 5.58555], [1.78386, -1.48654, 6.31623], [0.92883, -2.15985, 7.37772], [3.45497, -3.26019, 6.40522], [4.45186, -2.65157, 7.41662], [3.29547, -2.66603, 2.82384], [4.65644, -3.11880, 3.64976], [4.71078, -1.52514, 2.86748], [4.39279, -0.90672, 5.14136], [2.93189, -0.65987, 4.34557], [2.27570, -0.66169, 6.85797], [1.08166, -0.95657, 5.65887], [0.01945, -1.63493, 7.65127], [0.56460, -3.09443, 6.91453], [1.46438, -2.56254, 8.23589], [3.89642, -4.05865, 5.80849], [2.77224, -3.80853, 7.05476], [5.45466, -2.52711, 7.00773], [4.55407, -3.29098, 8.29438], [4.12327, -1.69257, 7.81934], [7.25388, -2.20806, -2.97375], [5.90674, -2.74490, -2.55276], [5.78994, -3.26734, -1.18344], [6.13604, -2.21688, -0.20745], [5.08137, -1.12790, -0.07732], [6.49468, -4.51668, -0.89740], [5.77229, -5.81449, -1.33373], [7.27330, -1.89662, -4.01852], [8.04915, -2.94817, -2.85745], [7.60258, -1.32009, -2.44367], [5.15278, -1.95539, -2.59069], [5.54964, -3.49036, -3.26748], [6.25431, -2.65806, 0.78567], [7.09592, -1.73979, -0.42287], [5.36501, -0.40574, 0.69265], [5.14365, -0.49599, -0.96904], [4.05023, -1.42990, 0.09821], [6.67659, -4.54282, 0.17550], [7.49935, -4.49646, -1.33532], [6.44999, -6.32967, -2.01048], [4.81747, -5.73843, -1.85836], [5.54075, -6.40913, -0.44958]],
  "gap_ev": 5.8620,
  "e_above_lowest_kj_mol": 127.25,
  "homo_energy_ev": -10.7,
  "largest_force_ev_per_a": 3.24,
  "total_charge": 2,
  "total_energy_ev": -76335.945
}

No. 3
{
  "formula": "CHIOS2",
  "method": "ωB97M-V/def2-TZVPD",
  "elements": ["O", "C", "S", "S", "I", "H"],
  "coordinates": [[-0.53894, -0.50395, 0.97873], [-0.87188, 0.34383, 0.15980], [-2.14177, 1.45050, -0.23382], [-0.19410, 1.32458, -1.08685], [2.49702, -1.71971, -0.05875], [1.24967, -0.89525, 0.24088]],
  "gap_ev": 8.4699,
  "e_above_lowest_kj_mol": 110.57,
  "smiles": "O=C1SS1.I",
  "homo_energy_ev": -9.7,
  "largest_force_ev_per_a": 3.49,
  "total_energy_ev": -32870.503
}

No. 4
{
  "formula": "C6H16N",
  "method": "ωB97M-V/def2-TZVPD",
  "elements": ["C", "C", "C", "C", "C", "C", "N", "H", "H", "H", "H", "H", "H", "H", "H", "H", "H", "H", "H", "H", "H", "H", "H"],
  "coordinates": [[1.71511, -2.08038, 1.17031], [1.81090, -0.61583, 0.75846], [1.00403, 0.36691, 1.24962], [0.66371, -0.36998, -1.30107], [-0.45035, 0.43257, 1.49572], [-1.17707, 1.74267, 1.13155], [-2.38192, 0.48939, -2.82799], [2.68069, -2.29587, 1.62174], [1.45130, -2.74645, 0.35796], [0.99846, -2.16953, 1.99299], [2.58895, -0.29460, 0.05501], [1.39764, 1.39522, 1.08105], [0.51098, -1.40021, -1.05343], [1.40997, -0.30870, -2.09088], [-0.13476, 0.33563, -1.31355], [-0.72661, 0.16011, 2.53079], [-0.91852, -0.38445, 0.90721], [-0.84175, 2.49210, 1.84334], [-2.25529, 1.66226, 1.26249], [-0.82762, 2.15799, 0.18688], [-2.64815, 1.19310, -3.49404], [-1.54768, 0.65375, -2.29203], [-2.32204, -0.41571, -3.27212]],
  "gap_ev": [8.1775, 9.5157],
  "e_above_lowest_kj_mol": 215.04,
  "s_squared": 0.7740,
  "homo_energy_ev": [-7.1, -9.0],
  "largest_force_ev_per_a": 2.65,
  "spin_multiplicity": 2,
  "total_energy_ev": -7967.546
}

No. 5
{
  "formula": "C16H34OP2Ru",
  "method": "ωB97M-V/def2-TZVPD",
  "elements": ["P", "P", "C", "C", "H", "H", "H", "H", "C", "H", "H", "H", "C", "H", "H", "H", "C", "H", "H", "H", "C", "H", "H", "H", "Ru", "C", "C", "C", "C", "C", "C", "C", "C", "C", "H", "H", "H", "H", "H", "H", "H", "H", "H", "H", "H", "H", "H", "H", "H", "C", "O", "H", "H", "H"],
  "coordinates": [[0.18675, -1.39668, -2.99675], [0.02075, 1.78882, -2.88473], [-0.20744, -0.47593, -4.57441], [0.29074, 0.97486, -4.54576], [-1.30210, -0.51539, -4.69023], [0.25107, -1.03123, -5.40549], [1.37315, 1.02518, -4.74375], [-0.22958, 1.58216, -5.30059], [-1.57002, 2.64511, -3.25004], [-1.77565, 3.33775, -2.42346], [-2.37306, 1.89887, -3.29418], [-1.51652, 3.19966, -4.19703], [1.15035, 3.21969, -3.11118], [0.96025, 3.74623, -4.05662], [2.18198, 2.84572, -3.08864], [1.00142, 3.90287, -2.26504], [-0.95384, -2.81662, -3.23261], [-0.73991, -3.55264, -2.44688], [-0.83470, -3.27789, -4.22270], [-1.98101, -2.45078, -3.10696], [1.74675, -2.21538, -3.53613], [2.54245, -1.46199, -3.58961], [1.62401, -2.70681, -4.51107], [2.01419, -2.95874, -2.77385], [-0.01628, -0.07645, 3.67615], [0.71276, 1.38832, 2.31423], [-0.71080, 1.30214, 2.22256], [-1.46903, 0.71979, 1.02660], [-1.87451, -0.71712, 1.34442], [-0.85987, -1.35625, 2.27364], [0.56401, -1.25055, 2.05860], [1.20357, -0.56800, 0.85045], [1.63957, 0.84283, 1.23741], [0.21322, -1.77671, 4.90256], [1.08751, 2.31387, 2.75582], [-1.25912, 2.15597, 2.62993], [-0.92852, 0.80396, 0.07547], [-2.37658, 1.31528, 0.87974], [-2.83501, -0.69427, 1.87342], [-2.06085, -1.31800, 0.44305], [-1.20174, -2.32076, 2.66127], [1.14959, -2.12999, 2.34135], [0.56445, -0.58773, -0.04113], [2.09076, -1.14430, 0.57117], [2.65522, 0.79722, 1.65236], [1.73725, 1.49921, 0.35882], [0.92911, -1.74477, 5.75473], [0.28329, -2.68228, 4.26730], [-0.76196, -1.80261, 5.44488], [-0.06532, 0.33796, 6.97728], [-0.13248, 0.69821, 5.59010], [-0.63142, 1.07271, 7.57531], [0.97869, 0.29634, 7.39811], [-0.48551, -0.68089, 7.13210]],
  "gap_ev": [8.8955, 5.7325],
  "e_above_lowest_kj_mol": 15.28,
  "s_squared": 6.0263,
  "homo_energy_ev": [-14.7, -15.0],
  "largest_force_ev_per_a": 3.69,
  "spin_multiplicity": 5,
  "total_charge": 2,
  "total_energy_ev": -40329.131
}

No. 6
{
  "formula": "C5H10O2",
  "method": "ωB97M-V/def2-TZVPD",
  "elements": ["C", "C", "O", "C", "C", "C", "O", "H", "H", "H", "H", "H", "H", "H", "H", "H", "H"],
  "coordinates": [[2.01413, -0.81233, -0.35047], [0.51509, -1.04119, 0.01413], [0.41271, -1.34719, 1.37647], [-0.29334, 0.10200, -0.54439], [-1.57191, 0.49176, 0.19729], [-0.94090, 1.89226, 0.20104], [0.26075, 1.41516, -0.41772], [2.68203, -1.55622, 0.09398], [2.14142, -0.79304, -1.43395], [2.36452, 0.18116, 0.00141], [-0.36976, -1.90291, -0.36333], [-0.42986, -1.80667, 1.24977], [-0.42863, -0.18184, -1.59903], [-2.49774, 0.36635, -0.36401], [-1.66954, 0.03802, 1.18733], [-0.73704, 2.32882, 1.18378], [-1.45194, 2.62585, -0.43231]],
  "gap_ev": 10.2679,
  "e_above_lowest_kj_mol": 344.12,
  "homo_energy_ev": -9.5,
  "largest_force_ev_per_a": 3.62,
  "total_energy_ev": -9439.476
}

No. 7
{
  "formula": "C8H33BeN16O9",
  "method": "ωB97M-V/def2-TZVPD",
  "elements": ["Be", "O", "H", "C", "O", "N", "N", "H", "H", "H", "H", "C", "O", "N", "N", "H", "H", "H", "H", "C", "O", "N", "N", "H", "H", "H", "H", "C", "O", "N", "N", "H", "H", "H", "H", "C", "O", "N", "N", "H", "H", "H", "H", "C", "O", "N", "N", "H", "H", "H", "H", "C", "O", "N", "N", "H", "H", "H", "H", "C", "O", "N", "N", "H", "H", "H", "H"],
  "coordinates": [[0.90654, 1.79181, -1.21629], [0.51092, -0.10942, -0.02612], [-0.27931, -0.44186, 0.44245], [2.48918, -0.73178, -3.32006], [1.93297, 0.04476, -2.51349], [3.81340, -0.73188, -3.39931], [1.85784, -1.63284, -4.01050], [4.22895, -1.61489, -3.65952], [4.36265, -0.13446, -2.79805], [2.28348, -2.22840, -4.70636], [0.85448, -1.57772, -3.90878], [2.28822, -3.16655, -0.41849], [2.88977, -4.21636, -0.50771], [2.53648, -2.12684, 0.28325], [1.18756, -2.86242, -1.14732], [1.86353, -1.37861, 0.19735], [3.29437, -2.07953, 0.94919], [0.88828, -1.89783, -1.13816], [0.84330, -3.59396, -1.75267], [-1.36119, -2.68439, 1.95396], [-1.81266, -3.46806, 2.75880], [-1.70052, -2.71379, 0.69211], [-0.32378, -1.82244, 2.10805], [-2.45002, -3.38928, 0.64643], [-1.52837, -1.89088, 0.13240], [-0.34548, -1.46283, 3.05162], [0.09168, -1.30618, 1.34584], [3.61636, 1.05992, 1.51735], [2.92286, 1.03086, 0.51608], [4.43226, 2.00387, 1.90740], [3.83799, 0.02871, 2.21991], [4.18478, 2.85656, 1.42597], [5.19517, 2.07434, 2.56550], [3.31299, -0.80627, 2.00247], [4.07670, 0.06997, 3.20042], [-1.79539, -0.94300, -3.34334], [-0.68098, -0.96212, -3.89826], [-2.89371, -0.63252, -3.87832], [-1.90836, -1.12413, -2.09006], [-3.73872, -0.62744, -3.32511], [-2.98201, -0.71309, -4.88122], [-2.78040, -1.45787, -1.70501], [-0.98878, -0.98124, -1.69756], [-2.37248, 2.54717, -1.27411], [-1.49066, 1.81666, -0.85402], [-3.09991, 2.26371, -2.30238], [-2.69002, 3.63804, -0.53430], [-2.75953, 1.40739, -2.71585], [-3.89735, 2.83068, -2.55286], [-3.48947, 4.23072, -0.70672], [-2.37746, 3.48145, 0.41326], [-3.10735, 1.16809, 2.54176], [-3.15271, 2.35935, 2.55820], [-3.55171, 0.38125, 3.49219], [-2.63157, 0.46720, 1.60447], [-3.72521, -0.59703, 3.31060], [-3.62575, 0.83458, 4.39170], [-3.05372, -0.44723, 1.68002], [-2.16985, 0.80531, 0.77225], [0.54387, 2.69573, 2.05391], [0.79982, 3.14436, 0.99606], [0.28677, 3.30014, 3.12071], [0.43622, 1.39689, 2.18237], [0.40372, 2.81305, 3.99773], [0.35807, 4.30544, 3.05443], [0.17656, 0.81634, 1.39775], [1.05671, 0.89082, 2.79798]],
  "gap_ev": 5.3636,
  "e_above_lowest_kj_mol": 529.53,
  "homo_energy_ev": -11.1,
  "largest_force_ev_per_a": 7.81,
  "total_charge": 1,
  "total_energy_ev": -51496.688
}

No. 8
{
  "formula": "CH2OS2",
  "method": "ωB97M-V/def2-TZVPD",
  "elements": ["C", "S", "O", "S", "H", "H"],
  "coordinates": [[0.31122, 0.00209, 0.15055], [1.93443, -0.41142, -0.28124], [2.25827, -1.75723, 0.22865], [3.39042, 0.75890, 0.08861], [-0.27281, 0.73668, -0.38704], [-0.17478, -0.92219, 0.27784]],
  "gap_ev": [7.4264, 7.4203],
  "e_above_lowest_kj_mol": 328.63,
  "smiles": "C=S(=O)=S",
  "homo_energy_ev": [-9.5, -9.7],
  "largest_force_ev_per_a": 3.29,
  "total_energy_ev": -24783.870
}